{"formula": "C24H51AlBrCl3FLiN5O11S", "method": "wB97M-V/def2-TZVPD", "elements": ["C", "C", "O", "C", "C", "O", "C", "N", "C", "C", "O", "Br", "O", "C", "O", "C", "C", "N", "H", "H", "H", "H", "H", "H", "H", "H", "H", "H", "H", "H", "H", "H", "H", "H", "H", "H", "H", "N", "O", "O", "O", "C", "S", "O", "C", "H", "H", "H", "H", "H", "H", "C", "C", "C", "O", "C", "N", "H", "H", "H", "H", "H", "H", "H", "H", "H", "H", "H", "Cl", "C", "C", "Cl", "H", "H", "H", "H", "Li", "F", "Al", "C", "C", "N", "H", "H", "H", "C", "C", "C", "O", "C", "H", "H", "H", "H", "H", "H", "H", "H", "Cl"], "coordinates": [[-2.11640, -0.03729, 1.61349], [-1.14038, -1.17780, 1.69810], [-1.89264, -2.40528, 1.83530], [-1.09744, -3.49294, 1.57460], [-0.20371, -3.86786, 2.76922], [-0.27147, -5.27859, 2.90962], [0.33399, -5.78825, 4.08238], [1.23504, -4.93055, 4.75016], [-0.83342, -6.22278, 5.02083], [-0.54374, -6.01493, 6.48396], [-0.12554, -6.81161, 7.24837], [-0.96251, -4.17281, 7.27252], [1.05093, -6.90736, 3.60189], [1.66312, -7.67248, 4.58477], [1.06397, -8.58700, 5.09484], [3.10463, -7.41994, 4.96889], [3.37770, -7.87198, 6.40794], [4.41078, -7.07330, 7.08142], [-2.48165, 0.05429, 0.60310], [-1.64327, 0.87767, 1.93283], [-2.95562, -0.27159, 2.26895], [-0.47386, -1.07564, 2.55685], [-0.51682, -1.19122, 0.79502], [-0.42808, -3.34619, 0.68844], [-1.75153, -4.34803, 1.37329], [-0.50718, -3.31123, 3.64871], [0.81851, -3.62809, 2.47969], [0.79809, -4.19684, 5.28488], [1.99114, -4.58142, 4.15938], [-1.01455, -7.28406, 4.89794], [-1.74043, -5.70841, 4.72322], [3.76023, -7.98644, 4.31162], [3.34944, -6.37690, 4.79865], [2.48690, -7.81847, 7.02196], [3.65216, -8.92067, 6.36802], [3.98791, -6.58028, 7.85017], [4.81630, -6.38832, 6.46135], [-1.45498, 2.52208, -0.63421], [-0.95550, 1.39366, -0.78967], [-2.37083, 2.69270, 0.19414], [-1.04533, 3.47527, -1.30869], [1.33737, -1.03320, -4.14479], [2.36503, 0.47686, -4.09608], [2.39641, 0.90374, -2.67608], [1.30908, 1.63473, -4.95113], [1.90433, -1.79292, -3.59282], [0.38050, -0.85438, -3.65593], [1.18747, -1.36852, -5.16420], [0.35676, 1.71757, -4.43238], [1.15526, 1.30354, -5.97441], [1.82079, 2.59686, -4.94391], [-4.50600, 2.71930, -9.20072], [-3.07679, 2.41071, -9.63797], [-2.58430, 0.96959, -9.26655], [-2.26052, 0.81124, -7.92805], [-3.35340, 0.58667, -7.04338], [-2.18121, 3.38933, -9.09258], [-4.57981, 2.92255, -8.13403], [-4.86896, 3.60353, -9.72288], [-5.17298, 1.89128, -9.44018], [-3.04958, 2.48951, -10.72747], [-1.66171, 0.78182, -9.82021], [-3.31304, 0.22025, -9.59530], [-4.14529, -0.00284, -7.51423], [-3.75617, 1.53752, -6.68578], [-2.95571, 0.03617, -6.17602], [-1.24292, 3.27666, -9.46893], [-2.07019, 3.23365, -8.08905], [1.58980, -1.39791, 4.90575], [3.19606, -1.02933, 4.21284], [3.49024, -1.86187, 2.99315], [3.72045, -3.59298, 3.40301], [3.93875, -1.18330, 4.99097], [3.19106, 0.02509, 3.94298], [4.41186, -1.52258, 2.52544], [2.68973, -1.79328, 2.26088], [-2.95721, -5.18792, 8.68430], [-2.07238, 5.48338, -9.78438], [-0.82096, -3.65914, -1.33367], [-0.19402, 4.99997, 2.31230], [0.02005, 3.60036, 1.97270], [0.16190, 2.49768, 1.67393], [0.68231, 5.58708, 2.04202], [-1.05766, 5.38018, 1.77029], [-0.37211, 5.09942, 3.38138], [-0.26461, 9.91859, 0.41056], [1.19738, 10.07138, 0.00859], [1.90506, 9.28565, 1.10142], [1.00823, 8.24489, 1.50672], [-0.28994, 8.49677, 0.94936], [-0.96381, 10.07323, -0.40931], [-0.50970, 10.62645, 1.20599], [1.36690, 9.59968, -0.96177], [1.53124, 11.10587, -0.05347], [2.11170, 9.91583, 1.97322], [2.84273, 8.84357, 0.76348], [-0.45939, 7.77207, 0.14613], [-1.05209, 8.34952, 1.71601], [-0.84996, -0.47874, -5.81971]], "atomic_forces_ev_per_a": [[-0.185, -0.635, 0.394], [-0.252, 0.691, 0.381], [0.404, 0.123, -1.146], [-0.557, -0.746, 1.168], [0.615, -0.357, -1.388], [-0.134, -0.117, 0.246], [0.136, 0.084, -0.275], [-0.135, -0.310, 0.394], [-0.275, 0.467, 0.191], [0.828, -2.117, 0.456], [-0.584, 1.152, -0.543], [-0.556, 0.114, 0.100], [0.156, 0.164, 0.103], [0.237, -1.537, 0.807], [-0.148, 0.788, -0.578], [-0.369, 0.376, -0.273], [0.212, 0.338, 0.192], [-0.088, -0.281, -0.211], [-0.064, 0.342, -0.165], [0.004, 0.324, -0.239], [-0.052, 0.109, 0.167], [0.108, -0.052, 0.118], [0.036, -0.223, -0.122], [0.080, 0.246, 0.358], [-0.005, -0.117, -0.091], [-0.170, 0.086, 0.132], [0.227, 0.382, 0.493], [0.165, 0.293, -0.193], [-0.417, -0.029, 0.305], [0.175, -0.259, 0.053], [0.007, 0.336, 0.049], [-0.097, -0.118, -0.348], [0.004, 0.181, 0.148], [-0.362, -0.054, -0.143], [0.152, -0.172, 0.132], [0.134, 0.188, 0.129], [0.139, 0.039, 0.005], [-0.213, 0.032, -0.147], [-0.089, -0.252, -0.170], [-0.035, -0.008, -0.074], [0.078, 0.100, 0.020], [0.691, -0.024, 0.469], [0.032, -0.379, 0.016], [0.162, -0.091, 0.237], [-0.134, 0.118, -0.055], [0.144, 0.176, 0.022], [0.033, 0.213, -0.012], [0.094, 0.045, -0.034], [-0.014, -0.027, 0.049], [-0.012, -0.064, -0.012], [0.129, -0.079, 0.129], [-0.200, -0.055, 0.061], [-1.317, 1.598, -0.415], [1.054, -0.839, 0.615], [-0.261, 0.153, -0.298], [-0.318, -0.172, 0.722], [1.266, -0.826, -0.421], [0.047, -0.053, 0.021], [0.107, 0.028, -0.031], [0.061, -0.024, 0.014], [0.241, -0.208, -0.009], [0.001, 0.145, -0.043], [-0.299, 0.325, -0.127], [0.026, 0.077, -0.142], [-0.105, 0.004, -0.107], [-0.323, 0.352, -0.593], [-0.041, 0.677, -0.340], [-0.399, 0.943, 0.249], [-0.035, -0.045, 0.047], [0.160, 0.087, -0.022], [-0.059, 0.221, -0.071], [0.406, 0.152, -0.245], [-0.052, -0.068, 0.036], [-0.093, -0.017, -0.068], [0.046, -0.051, 0.056], [-0.029, -0.045, 0.028], [0.343, 0.190, -0.132], [-0.246, -1.867, 0.686], [-0.147, 0.324, -0.579], [0.055, 0.040, -0.022], [-0.031, -0.492, -0.275], [0.319, 0.402, 0.639], [-0.025, 0.064, -0.011], [-0.013, -0.063, -0.067], [0.007, 0.010, 0.017], [-0.008, 0.116, 0.150], [0.005, -0.091, -0.160], [0.027, 0.034, 0.196], [-0.109, 0.139, -0.078], [0.048, -0.209, -0.156], [0.004, -0.035, -0.011], [-0.013, -0.002, -0.010], [0.015, 0.011, 0.002], [0.001, 0.003, 0.032], [0.051, 0.044, -0.042], [-0.019, -0.072, 0.036], [-0.087, 0.028, -0.005], [0.071, -0.035, 0.062], [-0.366, -0.357, -0.437]], "lowdin_charge": [-0.07, -0.23, -0.13, -0.32, -0.15, -0.04, -0.56, 0.13, -0.03, -0.67, 0.10, 0.63, 0.08, -0.42, 0.15, -0.08, -0.25, 0.01, 0.06, 0.04, 0.09, 0.10, 0.12, -0.08, 0.13, 0.12, 0.11, 0.01, -0.03, 0.14, 0.13, 0.14, 0.08, 0.10, 0.11, 0.06, 0.06, -0.64, -0.06, -0.05, -0.01, -0.39, 0.79, -0.55, -0.32, 0.03, -0.01, -0.04, 0.04, 0.01, 0.05, -0.04, -0.34, -0.17, -0.25, -0.16, 0.21, 0.08, 0.09, 0.09, 0.16, 0.14, 0.14, 0.10, 0.08, -0.03, 0.14, 0.15, 0.58, -0.61, -0.59, 0.63, 0.07, 0.09, 0.09, 0.07, 0.81, -0.29, 1.12, -0.05, -0.25, 0.16, 0.08, 0.09, 0.08, -0.17, -0.17, -0.21, -0.16, -0.21, 0.11, 0.11, 0.12, 0.11, 0.12, 0.12, 0.12, 0.12, 0.11], "orbital_gap_ev": 1.75, "homo_ev": -8.19, "charge": 1, "e_lumo_ev": -6.444}